Density functional theory data (ωB97M-V with the def2-TZVPD basis set) for a structure of composition C6H8FO2P.

energy above the lowest of the compared OMol25 structures with the same formula, charge and spin = 59.98 kcal per mole
calculated total energy = -22449.1265 eV
HOMO energy (alpha / beta) = -8.25 / -8.25 eV
frontier orbital gap (alpha / beta) = 8.148 / 8.147 eV
largest force on an atom = 4.4 eV/Å

```
! wB97M-V def2-TZVPD RIJCOSX def2/J DEFGRID3
* xyz 0 1
C -1.001 2.923 0.937
C -0.529 1.856 1.309
C -0.689 -0.621 1.172
C 0.142 -1.815 0.735
C 0.028 0.571 1.696
C 0.612 -0.092 -2.758
O 1.456 0.518 0.425
O 0.150 -0.635 -1.520
F 0.576 0.417 2.891
P 1.354 -0.814 -0.337
H -1.610 3.659 0.490
H -1.322 -0.182 0.386
H -1.474 -0.956 2.041
H 0.674 -2.563 1.481
H -0.392 -2.413 0.093
H -0.339 0.109 -3.137
H 1.221 -0.694 -3.496
H 1.144 0.732 -2.409
*
```